The following is a DFT calculation (ωB97M-V/def2-TZVPD) of a molecular structure, C36H32BN12O9PbSe2.

```
93
C36H32BN12O9PbSe2 (ωB97M-V/def2-TZVPD)
Pb 0.2515 -0.2543 0.3606
C 3.5286 -1.0107 3.3642
C 3.0002 -0.1014 2.4387
N 1.7246 0.1569 2.6889
N 1.4045 -0.5664 3.7851
C 2.4701 -1.2930 4.1910
B -0.0515 -0.7001 4.2796
N -0.8816 0.5449 3.9002
C -1.3350 1.5038 4.7357
C -1.9613 2.4668 3.9790
C -1.8369 2.0036 2.6584
N -1.1898 0.8489 2.6230
N -0.6460 -1.9866 3.6619
C -1.0638 -3.1476 4.2071
C -1.2772 -4.0443 3.1827
C -0.9480 -3.3281 2.0201
N -0.5688 -2.1003 2.3196
N -0.0282 -0.7736 5.8264
C 0.8576 -0.1571 6.6403
C 0.3766 -0.2279 7.9275
C -0.8452 -0.9110 7.7931
N -1.0896 -1.2215 6.5306
H 4.5121 -1.4449 3.3721
H 3.4814 0.3489 1.5846
H 2.3909 -1.9644 5.0303
H -1.1929 1.4318 5.8009
H -2.4314 3.3708 4.3267
H -2.1733 2.4581 1.7385
H -1.1976 -3.2338 5.2704
H -1.6186 -5.0620 3.2658
H -0.9626 -3.6379 0.9869
H 1.7515 0.2914 6.2432
H 0.8395 0.1532 8.8213
H -1.5552 -1.1872 8.5577
O 4.0404 -2.3921 0.3918
C 3.0828 -2.0092 -0.2770
O 1.8508 -2.0383 0.0655
C 3.3598 -1.5227 -1.7018
C 4.4152 -2.0825 -2.3638
C 4.6693 -1.7900 -3.7155
C 3.8243 -0.9544 -4.4189
C 2.7490 -0.3933 -3.7711
C 2.5035 -0.5440 -2.3522
O 1.6783 0.1716 -1.7443
N 1.8373 0.3845 -4.5900
O 0.6570 0.3930 -4.2931
O 2.2917 0.9757 -5.5628
N 5.7789 -2.3978 -4.3950
O 6.5204 -3.1371 -3.7604
O 5.9629 -2.1335 -5.5799
H 5.0519 -2.7670 -1.8212
H 3.9866 -0.7525 -5.4668
C -4.9243 -0.4054 0.6533
C -3.6058 -0.7519 0.9934
N -2.7182 -1.1388 0.1083
C -3.0890 -1.2275 -1.1800
C -4.3838 -0.9210 -1.6221
C -5.3087 -0.4868 -0.6579
C -4.7144 -1.0530 -3.0119
C -3.8009 -1.4926 -3.9011
C -2.4686 -1.8283 -3.4844
C -1.4913 -2.2984 -4.3751
C -0.2434 -2.5988 -3.9067
C 0.0332 -2.3933 -2.5460
N -0.8550 -1.9328 -1.6912
C -2.0995 -1.6755 -2.1398
H -5.6053 -0.0710 1.4244
H -3.2575 -0.6898 2.0175
H -6.3132 -0.2189 -0.9666
H -5.7167 -0.7903 -3.3309
H -4.0531 -1.5943 -4.9504
H -1.7389 -2.4147 -5.4244
H 0.5384 -2.9590 -4.5618
H 1.0119 -2.5960 -2.1310
O 1.3249 5.3886 -3.7431
C 0.4023 4.3050 -3.8203
C -0.1534 3.8811 -2.4545
C -0.7940 5.0975 -1.7731
O 0.1684 6.0133 -1.2409
C 0.9873 3.2793 -1.6326
Se 0.5450 3.0135 0.2578
C -1.2426 2.8371 -2.6982
Se -1.9068 1.9746 -1.0614
H 1.1422 5.8612 -2.9166
H 0.9141 3.4628 -4.2944
H -0.4396 4.5915 -4.4675
H -1.4648 4.7544 -0.9830
H -1.3749 5.6627 -2.5079
H 0.5462 5.5548 -0.4712
H 1.8597 3.9314 -1.6677
H 1.2616 2.3167 -2.0623
H -0.8593 2.0650 -3.3641
H -2.1071 3.3117 -3.1704
```

As for the expectation value of S²: 0.757. The frontier orbital gap (spin up / spin down) is 5.72 / 6.57 eV. As for the energy above the lowest of the compared OMol25 structures with the same formula, charge and spin: 1.83 kJ/mol. The value obtained for the energy is -7745.98671 hartree. Its spin multiplicity is 2. The charge is -2.

Löwdin population analysis, charges in e, atoms 1 to 8: Pb 1.3173; C -0.0585; C -0.1676; N 0.0062; N -0.0114; C -0.0923; B -0.6681; N 0.0106

=====

The following is a DFT calculation (ωB97M-V/def2-TZVPD) of a molecular structure, C36H32Cl3N6O4SeSiY.

```
84
C36H32Cl3N6O4SeSiY (ωB97M-V/def2-TZVPD)
Y 0.0780 0.0306 0.1849
N 1.6490 -1.3504 1.6639
C 2.9291 -1.8382 1.1060
C 3.6734 -0.7272 0.3687
C 3.0728 -0.4266 -0.9956
O 3.7426 -0.5551 -2.0024
O 1.8278 -0.0353 -0.9801
H 1.8593 -0.6673 2.3882
H 1.1393 -2.1086 2.1041
H 2.7072 -2.6541 0.4174
H 3.5690 -2.2442 1.8924
H 4.7115 -1.0121 0.2141
H 3.6438 0.1844 0.9758
Cl -0.4460 5.9980 4.8331
C 0.0138 4.6561 3.8270
C -0.8964 4.1313 2.9300
C -0.4987 3.0723 2.1400
Cl -1.6483 2.3062 1.0695
C 0.7772 2.4878 2.1819
O 1.1123 1.4819 1.4263
C 1.6454 3.0509 3.1361
Cl 3.2245 2.3500 3.2970
C 1.2838 4.1140 3.9418
H -1.8987 4.5312 2.8587
H 1.9894 4.5151 4.6559
Se -3.7744 4.0488 -5.9471
N -4.2174 2.6147 -5.0001
C -3.2542 2.4210 -4.1404
C -3.2512 1.3352 -3.1631
C -4.2966 0.4168 -3.0707
C -4.2479 -0.5476 -2.0936
C -3.1553 -0.5704 -1.2312
N -2.1366 0.2758 -1.3239
C -2.1804 1.2250 -2.2778
C -1.0451 2.1668 -2.3512
N -0.0266 1.9554 -1.5101
C 1.0110 2.7778 -1.5341
C 1.0851 3.8729 -2.3894
C 0.0492 4.0946 -3.2653
C -1.0406 3.2235 -3.2587
C -2.1649 3.3675 -4.1782
N -2.2570 4.3187 -5.0677
H -5.1246 0.4914 -3.7637
H -5.0371 -1.2770 -1.9760
H -3.1081 -1.2894 -0.4259
H 1.8164 2.5420 -0.8497
H 1.9519 4.5181 -2.3645
H 0.0554 4.9219 -3.9633
C -1.6275 -2.6608 4.0821
Si -2.0044 -1.2957 2.8385
C -3.8604 -1.0247 2.7374
C -1.2593 0.2123 3.6745
N -1.3007 -1.5289 1.2675
C -1.5709 -2.7125 0.5880
C -2.4569 -3.7169 1.0355
C -2.7303 -4.8696 0.3148
C -2.1411 -5.0816 -0.9190
C -1.2768 -4.1145 -1.4128
C -0.9953 -2.9824 -0.6738
O -0.1744 -1.9676 -1.1919
C 0.6562 -2.2852 -2.2741
C 0.5169 -1.5400 -3.4261
C 1.3651 -1.7834 -4.4951
C 2.3311 -2.7748 -4.4072
C 2.4473 -3.5218 -3.2437
C 1.6081 -3.2791 -2.1668
H -2.0843 -2.3931 5.0405
H -0.5464 -2.7221 4.2475
H -1.9751 -3.6580 3.8134
H -4.2447 -0.6368 3.6859
H -4.4117 -1.9386 2.5041
H -4.0874 -0.2882 1.9602
H -1.1887 0.0169 4.7480
H -1.8736 1.1050 3.5440
H -0.2470 0.4396 3.3281
H -2.9671 -3.5744 1.9762
H -3.4193 -5.5993 0.7235
H -2.3495 -5.9704 -1.4989
H -0.8218 -4.2418 -2.3858
H -0.2335 -0.7597 -3.4650
H 1.2765 -1.1874 -5.3944
H 3.0004 -2.9566 -5.2378
H 3.2049 -4.2907 -3.1641
H 1.6828 -3.8623 -1.2576
```

The frontier orbital gap is 6.22 eV. As for the energy above the lowest of the compared OMol25 structures with the same formula, charge and spin: 60.63 kJ/mol. The value obtained for the energy is -6130.71279 hartree.

Löwdin population analysis, charges in e, atoms 1 to 8: Y 1.4081; N -0.0197; C -0.2132; C -0.0925; C -0.6096; O 0.0635; O -0.2075; H 0.0764

=====

The following is a DFT calculation (ωB97M-V/def2-TZVPD) of a molecular structure, C36H32ClO4P2Pr.

```
76
C36H32ClO4P2Pr (ωB97M-V/def2-TZVPD)
C -0.6679 -3.0629 -2.8188
C -0.0164 -3.1247 -1.5723
C -0.1542 -4.2825 -0.7853
C -0.8754 -5.3766 -1.2694
C -1.4239 -5.3522 -2.5587
C -1.3598 -4.1684 -3.3098
P 0.8902 -1.6644 -0.9353
C 2.3390 -2.3831 -0.0462
C 2.4489 -2.1915 1.3460
C 3.3347 -2.9994 2.0638
C 4.2414 -3.8183 1.3830
C 4.2445 -3.8878 -0.0118
C 3.2839 -3.1624 -0.7256
Pr -0.9598 -0.5914 1.0437
P -2.8937 -0.7483 -0.8992
C -3.5176 -2.2055 0.0871
C -4.5568 -2.9474 -0.5227
C -4.6181 -4.3318 -0.2767
C -4.0024 -4.8740 0.8545
C -3.2456 -4.0441 1.6812
C -2.9972 -2.6993 1.3350
C -3.1571 0.5814 0.3827
C -2.2229 1.6639 0.3256
C -1.9738 2.3808 1.5158
C -2.7467 2.1712 2.6671
C -3.6776 1.1335 2.6883
C -3.9294 0.3585 1.5473
C -3.4499 -0.1620 -2.5307
C -2.5782 0.3222 -3.5435
C -3.1059 0.8412 -4.7272
C -4.4888 0.8885 -4.9221
C -5.3509 0.4396 -3.9203
C -4.8381 -0.0871 -2.7365
C 1.7221 -0.9908 -2.4139
C 2.0029 -1.7912 -3.5325
C 2.6092 -1.2234 -4.6584
C 2.9576 0.1317 -4.6517
C 2.6953 0.9256 -3.5311
C 2.0860 0.3663 -2.4118
H -1.8097 1.9494 -0.6459
H -1.2621 3.1927 1.5064
H -2.6969 2.8735 3.5114
H -4.2738 0.9855 3.5857
H -4.7348 -0.3752 1.5085
H -5.2602 -2.4241 -1.1962
H -5.1236 -4.9996 -0.9715
H -4.1174 -5.9328 1.0948
H -2.8363 -4.4576 2.6119
H -2.5917 -2.0196 2.1197
H -1.4983 0.2487 -3.3918
H -2.4533 1.2070 -5.5182
H -4.9031 1.3105 -5.8406
H -6.4299 0.4809 -4.0541
H -5.5024 -0.4848 -1.9676
H 1.7237 -2.8509 -3.5468
H 2.7762 -1.8474 -5.5390
H 3.4046 0.5760 -5.5401
H 2.9521 1.9822 -3.5378
H 1.8749 0.9654 -1.5354
H 1.8543 -1.4220 1.8636
H 3.3139 -2.9878 3.1549
H 4.9591 -4.4055 1.9562
H 4.9642 -4.5084 -0.5397
H 3.2786 -3.1939 -1.8221
H 0.3685 -4.3477 0.1722
H -1.0098 -6.2618 -0.6396
H -1.9558 -6.2221 -2.9501
H -1.8802 -4.0814 -4.2699
H -0.5898 -2.1788 -3.4479
H -3.4834 -3.1352 -2.2397
H -3.5684 -2.6637 -2.8244
O 0.9093 3.2912 1.7591
Cl 1.6127 2.1494 1.2217
O 2.0055 2.3308 -0.1663
O 2.6991 1.7606 2.0646
O 0.6140 0.9689 1.2129
```

As for the expectation value of S²: 2.004. The frontier orbital gap (spin up / spin down) is 6.57 / 6.81 eV. As for the energy above the lowest of the compared OMol25 structures with the same formula, charge and spin: 0.00 kJ/mol. The value obtained for the energy is -3350.99528 hartree. Its spin multiplicity is 3. The charge is +2.

Löwdin population analysis, charges in e, atoms 1 to 8: C -0.1363; C -0.3712; C -0.0840; C -0.0644; C -0.0549; C -0.0943; P 1.0356; C -0.3427

=====

Number 1 is which compound?
C36H32BN12O9PbSe2

=====

Which value of energy above the lowest of the compared OMol25 structures with the same formula, charge and spin does entry 1 give?
1.83 kJ/mol

=====

Which of these has the highest energy above the lowest of the compared OMol25 structures with the same formula, charge and spin?
C36H32Cl3N6O4SeSiY